C6H8Cl12 | the ωB97M-V functional and the def2-TZVPD basis

Positions of all 26 atoms, in Å:
C1 -3.62531 2.82170 -1.60819
C2 2.93877 -3.80584 -2.85602
H1 -5.20916 4.53711 -1.75535
Cl1 -3.64396 4.88656 -3.51859
H2 -3.96677 2.29148 -2.49723
C3 1.12535 -1.69691 3.65744
Cl2 4.36285 -3.59487 -1.73849
H3 2.94953 -1.51832 4.91281
Cl3 -1.27171 0.77400 0.09357
H4 -3.64336 4.91245 -1.16478
H5 1.22354 -2.71968 3.29357
Cl4 3.56092 -0.99395 2.63787
Cl5 1.61025 1.64531 -0.21326
Cl6 2.03901 -2.29728 -2.99979
H6 0.68049 -1.05519 2.89691
C4 -4.15660 4.29468 -1.90169
Cl7 0.26266 -0.03569 -2.29732
C5 0.40524 0.28361 -0.52587
H7 -2.54151 2.76114 -1.50915
Cl8 -0.01637 -1.92634 5.02941
Cl9 1.81562 -5.06350 -2.24084
Cl10 0.91251 -1.19036 0.31611
C6 2.45053 -1.04815 4.06544
Cl11 -4.20376 2.20631 -0.09218
H8 2.41434 -0.03729 4.47158
Cl12 3.52689 -4.43097 -4.45597

Results
HOMO-LUMO gap (Eh): 0.3851
Total energy (eV): -156619.7564
SMILES: ClC(Cl)(Cl)Cl.ClC(Cl)(Cl)Cl.ClCCCl.ClCCCl